Entry 1:
DFT (ωB97M-V/def2-TZVPD) results for a cluster of 13 separate species, C46H79ClN2O13 in total in a non-equilibrium geometry.

ORCA input file:
```
! RIJCOSX wB97M-V def2-TZVPD def2/J DEFGRID3
* xyz 0 1
O 4.70 4.14 -0.58
C 3.75 3.17 -0.50
Cl 3.39 2.22 -2.08
C 2.96 2.94 0.92
C 3.66 1.84 1.93
C 5.04 2.06 2.78
C 5.63 0.88 3.81
C 4.84 -0.58 4.02
N 5.47 -1.53 5.01
C 4.61 -2.77 5.07
C 3.27 -3.07 4.21
N 2.68 -2.08 3.25
C 3.48 -0.81 3.17
C 2.90 0.37 2.15
H 2.86 3.95 1.55
H 1.85 2.61 0.68
H 5.64 3.06 2.71
H 6.63 1.07 4.44
H 4.98 -3.62 5.82
H 2.70 -4.10 4.34
H 1.88 0.15 1.56
C 1.55 1.25 -7.64
C 1.23 2.25 -6.57
O 0.19 2.92 -6.61
C 2.21 2.40 -5.44
H 0.75 1.25 -8.39
H 2.49 1.52 -8.14
H 1.63 0.25 -7.21
H 3.18 2.73 -5.83
H 2.32 1.45 -4.91
H 1.85 3.16 -4.74
C 0.82 -2.40 -3.46
C 0.96 -0.92 -3.69
O 1.40 -0.47 -4.74
C 0.55 -0.01 -2.56
H 1.15 -2.94 -4.36
H 1.43 -2.71 -2.62
H -0.23 -2.65 -3.28
H 1.15 -0.21 -1.68
H -0.51 -0.15 -2.34
H 0.71 1.04 -2.86
C -1.82 -1.95 6.57
C -0.89 -2.17 5.41
O -0.11 -3.12 5.39
C -0.96 -1.19 4.27
H -1.66 -2.74 7.32
H -1.61 -0.98 7.04
H -2.86 -2.00 6.24
H -0.72 -0.18 4.63
H -1.96 -1.20 3.83
H -0.24 -1.47 3.50
C -2.47 -2.00 0.02
C -3.50 -1.88 1.11
O -3.63 -0.84 1.75
C -4.36 -3.09 1.39
H -1.92 -1.06 -0.07
H -1.76 -2.79 0.26
H -2.96 -2.21 -0.94
H -3.73 -3.93 1.69
H -4.93 -3.35 0.49
H -5.06 -2.86 2.20
C 2.08 -6.89 -1.25
C 0.95 -6.26 -2.03
O 0.49 -5.17 -1.72
C 0.42 -7.03 -3.21
H 2.36 -6.22 -0.43
H 1.76 -7.84 -0.83
H 2.95 -7.03 -1.90
H 0.02 -7.99 -2.88
H 1.22 -7.18 -3.95
H -0.39 -6.46 -3.68
C -6.66 0.15 -0.65
C -5.74 -0.06 -1.81
O -4.95 -1.01 -1.84
C -5.81 0.92 -2.95
H -6.50 -0.63 0.10
H -6.46 1.12 -0.18
H -7.70 0.11 -0.99
H -5.56 1.92 -2.59
H -6.81 0.91 -3.39
H -5.08 0.64 -3.72
C -3.03 -4.62 -2.20
C -3.51 -6.02 -2.45
O -3.00 -6.73 -3.31
C -4.65 -6.52 -1.60
H -2.21 -4.39 -2.89
H -3.84 -3.91 -2.39
H -2.67 -4.52 -1.18
H -5.53 -5.90 -1.75
H -4.36 -6.51 -0.54
H -4.89 -7.55 -1.88
C -0.85 4.76 3.90
C 0.08 4.54 2.74
O 0.86 3.60 2.71
C 0.01 5.53 1.60
H -0.69 3.97 4.65
H -0.64 5.73 4.37
H -1.89 4.71 3.57
H 0.25 6.53 1.96
H -0.99 5.52 1.16
H 0.73 5.24 0.83
C 7.56 5.63 6.22
C 6.49 5.15 5.28
O 6.76 4.43 4.32
C 5.08 5.59 5.55
H 8.53 5.24 5.90
H 7.61 6.73 6.20
H 7.35 5.28 7.23
H 5.01 6.68 5.50
H 4.76 5.24 6.53
H 4.41 5.17 4.79
C -3.21 1.97 6.77
C -2.33 3.14 7.11
O -1.98 3.95 6.26
C -1.88 3.27 8.54
H -3.45 2.00 5.70
H -2.69 1.03 6.98
H -4.14 2.02 7.34
H -1.30 2.39 8.84
H -2.75 3.39 9.19
H -1.25 4.16 8.64
C -1.38 5.26 -5.37
C -2.56 6.02 -4.83
O -3.68 5.52 -4.79
C -2.31 7.43 -4.35
H -1.70 4.26 -5.68
H -0.96 5.78 -6.24
H -0.62 5.15 -4.59
H -1.94 8.05 -5.17
H -1.60 7.42 -3.52
H -3.25 7.86 -3.99
C 0.07 -4.36 -6.98
C 1.35 -5.03 -6.56
O 1.84 -4.83 -5.45
C 2.01 -5.96 -7.54
H -0.29 -3.72 -6.17
H 0.25 -3.74 -7.86
H -0.69 -5.11 -7.20
H 2.28 -5.41 -8.45
H 1.33 -6.79 -7.78
H 2.92 -6.37 -7.10
*
```

**Gap between HOMO and LUMO**: 7.1 eV
**HOMO level**: -0.2920 hartree
**Calculated total energy**: -3347.50800 a.u.
**LUMO energy**: -0.033 hartree

Entry 2:
DFT (ωB97M-V/def2-TZVPD) results for an isolated molecule of C4H5IO2S in a non-equilibrium geometry.

ORCA input file:
```
! RIJCOSX wB97M-V def2-TZVPD def2/J DEFGRID3
* xyz 0 1
C 0.34 -0.24 -1.37
C -0.97 -0.02 -1.52
C -0.25 1.77 0.67
C 0.94 0.05 -0.05
O -2.41 2.12 -0.66
O -2.28 0.12 0.73
S -1.64 1.03 -0.17
I 3.10 0.32 0.05
H 0.96 -0.64 -2.07
H -1.56 -0.36 -2.32
H -0.25 1.73 1.68
H 0.07 2.59 0.15
H 0.38 -0.44 0.84
*
```

**Gap between HOMO and LUMO (spin up / spin down)**: 8.5 / 8.5 eV
**HOMO level (spin up / spin down)**: -0.3426 / -0.3426 hartree
**Calculated total energy**: -1001.61822 a.u.
**ΔE to the lowest compared entry with this formula, charge and spin**: 1.920 eV
**LUMO energy (spin up / spin down)**: -0.032 / -0.032 hartree

Entry 3:
DFT (ωB97M-V/def2-TZVPD) results for a cluster of 2 separate species, CHNO5S in total in a non-equilibrium geometry.

ORCA input file:
```
! RIJCOSX wB97M-V def2-TZVPD def2/J DEFGRID3
* xyz 0 1
C -4.23 -0.23 0.09
N 0.77 1.37 0.09
O -4.72 -0.34 1.15
O -1.97 2.14 -0.29
O -1.03 0.11 0.66
O 1.67 0.58 0.05
O -3.86 -0.18 -0.99
S -1.24 0.94 -0.57
H 0.65 1.89 1.03
*
```

**Gap between HOMO and LUMO (spin up / spin down)**: 9.0 / 9.0 eV
**HOMO level (spin up / spin down)**: -0.3884 / -0.3884 hartree
**Calculated total energy**: -867.76157 a.u.
**ΔE to the lowest compared entry with this formula, charge and spin**: 0.081 eV
**SMILES**: O=S(=O)=[NH+][O-].O=C=O
**LUMO energy (spin up / spin down)**: -0.057 / -0.057 hartree

Entry 4:
DFT (ωB97M-V/def2-TZVPD) results for a cluster of 2 separate species, C4H9NO in total in a non-equilibrium geometry.

ORCA input file:
```
! RIJCOSX wB97M-V def2-TZVPD def2/J DEFGRID3
* xyz 0 1
C 1.76 0.83 0.62
C 0.13 -0.23 -1.18
C -0.94 -0.18 -0.36
N -1.41 1.06 0.08
O -0.63 1.99 -0.17
C -1.62 -1.37 0.27
H 2.26 1.62 1.18
H 1.56 0.01 1.34
H 2.55 0.41 -0.06
H 0.42 0.63 -1.77
H 0.57 -1.19 -1.45
H 0.71 1.46 0.17
H -1.78 -1.19 1.34
H -2.59 -1.58 -0.18
H -0.99 -2.26 0.17
*
```

**Gap between HOMO and LUMO (spin up / spin down)**: 8.2 / 8.2 eV
**HOMO level (spin up / spin down)**: -0.3340 / -0.3340 hartree
**Calculated total energy**: -287.63665 a.u.
**ΔE to the lowest compared entry with this formula, charge and spin**: 5.328 eV
**SMILES**: C=C(C)N=O.C
**LUMO energy (spin up / spin down)**: -0.033 / -0.033 hartree

Entry 5:
DFT (ωB97M-V/def2-TZVPD) results for a structure of composition C49H56F4N5OP2SY in a non-equilibrium geometry.

ORCA input file:
```
! RIJCOSX wB97M-V def2-TZVPD def2/J DEFGRID3
* xyz 0 1
Y -0.28 0.97 0.12
C -1.03 2.54 3.57
C -1.03 2.13 2.10
N -0.78 3.20 1.14
C 0.58 3.75 1.15
C 0.85 4.92 2.09
C -1.85 4.16 1.03
C -2.00 4.19 -0.52
N -1.55 2.84 -0.85
C -0.81 2.76 -2.00
C 0.61 2.10 -2.23
F 1.48 1.46 -1.32
C 1.20 2.12 -3.52
F 2.41 1.58 -3.65
C 0.65 2.66 -4.65
C -0.74 3.31 -4.46
F -1.32 3.87 -5.51
C -1.39 3.31 -3.15
F -2.61 3.86 -3.13
H -1.38 1.70 4.18
H -1.69 3.39 3.76
H -0.02 2.79 3.92
H -2.02 1.65 1.86
H -0.27 1.31 1.96
H 0.83 4.09 0.13
H 1.29 2.95 1.35
H 0.35 5.83 1.76
H 1.93 5.13 2.10
H 0.55 4.72 3.12
H -1.66 5.14 1.46
H -2.77 3.78 1.47
H -1.38 4.98 -0.93
H -3.04 4.38 -0.80
H 1.14 2.67 -5.60
C -0.34 -2.56 -1.84
N -1.52 -2.95 -1.05
C -2.75 -2.17 -1.26
P -2.47 -0.38 -0.90
C -4.00 0.14 -0.08
C -4.78 1.20 -0.55
C -5.92 1.59 0.14
C -6.29 0.95 1.31
C -5.50 -0.09 1.80
C -4.36 -0.48 1.11
C -2.58 0.33 -2.60
C -3.63 0.04 -3.52
C -3.64 0.58 -4.77
C -2.58 1.44 -5.18
C -1.58 1.72 -4.30
C -1.57 1.17 -3.01
C -1.75 -4.35 -1.04
C -3.01 -4.93 -1.18
C -3.20 -6.31 -1.15
C -2.13 -7.16 -0.98
C -0.86 -6.62 -0.81
C -0.69 -5.25 -0.83
P 0.70 -1.49 -0.74
C 2.29 -1.36 -1.62
C 2.35 -1.37 -3.01
C 3.56 -1.25 -3.68
C 4.73 -1.10 -2.97
C 4.69 -1.05 -1.58
C 3.48 -1.16 -0.92
C 1.07 -2.55 0.71
C 0.35 -2.32 1.89
C 0.57 -3.10 3.02
C 1.52 -4.12 2.99
C 2.25 -4.34 1.83
C 2.03 -3.56 0.70
H -0.64 -2.01 -2.73
H 0.24 -3.41 -2.19
H -3.49 -2.51 -0.54
H -3.14 -2.34 -2.27
H -4.50 1.75 -1.44
H -6.52 2.41 -0.24
H -7.18 1.26 1.85
H -5.77 -0.58 2.73
H -3.75 -1.26 1.53
H -4.46 -0.60 -3.23
H -4.44 0.35 -5.46
H -2.58 1.87 -6.17
H -0.70 2.39 -4.58
H -0.71 1.43 -2.31
H -3.90 -4.34 -1.33
H -4.20 -6.71 -1.27
H -2.28 -8.24 -0.96
H -0.01 -7.26 -0.66
H 0.32 -4.88 -0.67
H 1.44 -1.46 -3.61
H 3.57 -1.27 -4.77
H 5.68 -1.01 -3.49
H 5.61 -0.91 -1.02
H 3.48 -1.09 0.16
H -0.42 -1.54 1.92
H -0.01 -2.92 3.92
H 1.69 -4.73 3.87
H 2.99 -5.13 1.80
H 2.60 -3.77 -0.19
O -1.19 0.21 1.71
C 4.23 -0.97 5.53
C 4.04 -1.65 4.18
N 3.08 -0.97 3.34
C 3.24 0.12 2.58
S 1.91 0.72 1.74
N 4.48 0.65 2.53
C 4.86 1.86 1.83
C 4.72 3.09 2.71
H 4.94 -1.52 6.15
H 3.28 -0.91 6.07
H 4.60 0.05 5.41
H 3.67 -2.67 4.33
H 5.00 -1.73 3.65
H 2.12 -1.31 3.36
H 5.18 0.25 3.14
H 4.28 1.97 0.92
H 5.91 1.74 1.54
H 3.68 3.23 3.02
H 5.04 3.99 2.17
H 5.33 3.00 3.61
*
```

**Gap between HOMO and LUMO**: 5.4 eV
**HOMO level**: -0.1878 hartree
**Calculated total energy**: -3767.75620 a.u.
**ΔE to the lowest compared entry with this formula, charge and spin**: 21.002 eV
**LUMO energy**: 0.011 hartree

Entry 6:
DFT (ωB97M-V/def2-TZVPD) results for an isolated molecule of C5H11N in a non-equilibrium geometry.

ORCA input file:
```
! RIJCOSX wB97M-V def2-TZVPD def2/J DEFGRID3
* xyz 0 1
C -0.56 2.13 -0.14
C -0.55 0.70 -0.59
C 0.69 -0.15 -0.75
C 1.72 -0.45 0.43
N -0.34 -0.31 0.35
C -0.98 -1.58 0.35
H 0.39 2.39 0.33
H -1.37 2.28 0.58
H -0.72 2.79 -1.00
H -1.39 0.40 -1.23
H 0.56 -0.85 -1.61
H 1.40 -1.10 1.29
H 2.52 -1.00 -0.04
H 2.03 0.48 0.91
H -1.87 -1.48 0.96
H -0.32 -2.33 0.82
H -1.21 -1.92 -0.66
*
```

**Gap between HOMO and LUMO**: 9.6 eV
**HOMO level**: -0.3083 hartree
**Calculated total energy**: -251.73195 a.u.
**ΔE to the lowest compared entry with this formula, charge and spin**: 3.553 eV
**SMILES**: C[C@@H]1[C@H](C)N1C
**LUMO energy**: 0.043 hartree

Entry 7:
DFT (ωB97M-V/def2-TZVPD) results for an isolated molecule of C5H13N3O in a non-equilibrium geometry.

ORCA input file:
```
! RIJCOSX wB97M-V def2-TZVPD def2/J DEFGRID3
* xyz 0 1
C 2.05 1.22 0.03
C -1.71 1.54 -0.19
C 0.66 0.80 0.42
C -0.42 0.84 -0.53
H 0.40 1.13 1.43
H -0.12 0.93 -1.57
H -1.70 2.62 -0.39
H 2.06 2.31 -0.04
H 2.33 0.81 -0.94
H 2.80 0.91 0.77
H -2.56 1.14 -0.75
H -1.95 1.44 0.87
C -0.40 -1.26 0.11
N -0.40 -2.06 -0.98
N -1.49 -1.32 0.94
O 1.92 -1.53 0.03
N 0.82 -0.98 0.78
H 2.33 -2.14 0.65
H -1.28 -2.38 -1.35
H 0.41 -1.97 -1.58
H -2.39 -1.26 0.49
H -1.36 -0.80 1.79
*
```

**Gap between HOMO and LUMO**: 7.0 eV
**HOMO level**: -0.2249 hartree
**Calculated total energy**: -437.65978 a.u.
**ΔE to the lowest compared entry with this formula, charge and spin**: 5.288 eV
**LUMO energy**: 0.033 hartree

Entry 8:
DFT (ωB97M-V/def2-TZVPD) results for a structure of composition C4H6O2S3 in a non-equilibrium geometry.

ORCA input file:
```
! RIJCOSX wB97M-V def2-TZVPD def2/J DEFGRID3
* xyz 0 1
C -0.90 0.76 -0.94
C -2.19 1.27 -0.75
C -0.63 -0.50 -0.35
C 2.12 -0.01 0.50
O 1.33 -1.87 -1.35
O 0.43 -2.32 0.91
S -3.24 0.14 0.15
S -1.74 -1.29 0.61
S 0.90 -1.32 -0.07
H -0.09 1.43 -1.22
H -2.63 2.19 -0.89
H -0.21 1.07 1.62
H 3.02 -0.19 -0.07
H 1.55 0.88 0.33
H 2.26 -0.24 1.51
*
```

**Gap between HOMO and LUMO (spin up / spin down)**: 9.0 / 5.7 eV
**HOMO level (spin up / spin down)**: -0.3599 / -0.2557 hartree
**Calculated total energy**: -1500.84869 a.u.
**ΔE to the lowest compared entry with this formula, charge and spin**: 2.524 eV
**LUMO energy (spin up / spin down)**: -0.028 / -0.046 hartree